(1)
This record from the OMol25 dataset describes an isolated ion of composition C9H10N3O2S and charge +1 at a distorted geometry. The level of theory is ωB97M-V/def2-TZVPD.

- HOMO-LUMO gap (Ha) = 0.2940
- HOMO level (eV) = -12.2027
- ΔE to the lowest compared entry with this formula, charge and spin (kJ/mol) = 172.3
- total charge = +1
- calculated total energy (eV) = -28883.51093

Geometry as XYZ:
```
25
Properties=species:S:1:pos:R:3:forces:R:3
C 2.623 -0.739 0.495 1.61 -0.08 -0.80
C -0.135 -3.308 0.455 -0.02 0.02 -0.03
C -1.186 -2.499 0.053 0.11 -0.10 0.00
C 1.136 -2.779 0.600 0.06 0.28 -0.01
C -0.978 -1.160 -0.240 0.08 0.20 0.01
C 1.358 -1.436 0.321 -0.39 -0.27 0.19
C 0.293 -0.626 -0.118 0.17 -0.67 0.50
C -0.070 1.306 -1.663 -0.11 0.46 -0.47
C 0.879 2.445 1.552 0.40 -0.09 -0.12
N 3.776 -0.985 0.021 -3.15 -2.01 2.17
N 4.677 -0.486 -0.636 1.60 2.23 -2.85
N 0.599 0.687 -0.534 0.61 0.40 0.00
O 5.857 -0.510 -0.543 0.34 -0.52 0.92
O 2.454 0.524 1.118 0.21 0.28 0.39
S 1.746 1.615 0.197 -1.50 0.14 0.35
H -0.307 -4.350 0.666 -0.02 -0.12 0.03
H -2.177 -2.916 -0.038 -0.09 -0.01 -0.03
H 1.957 -3.393 0.935 0.09 -0.06 0.05
H -1.800 -0.545 -0.571 -0.10 0.09 -0.05
H -0.897 1.947 -1.349 0.00 -0.06 -0.04
H 0.660 1.909 -2.212 -0.12 0.02 -0.03
H -0.448 0.535 -2.331 0.09 -0.02 0.06
H 0.375 1.706 2.165 -0.02 -0.24 -0.04
H 1.618 2.981 2.139 0.14 0.09 0.04
H 0.167 3.151 1.133 0.02 0.05 -0.24
```
Positions in Å, forces in eV/Å.

---

(2)
This record from the OMol25 dataset describes C33H38FN3OS2W as an isolated structure. The level of theory is ωB97M-V/def2-TZVPD.

- spin multiplicity = 3
- HOMO-LUMO gap (alpha / beta) (Ha) = 0.1800 / 0.1979
- HOMO level (alpha / beta) (eV) = -0.3521 / -0.8430
- ΔE to the lowest compared entry with this formula, charge and spin (kJ/mol) = 26.8
- total charge = -2
- calculated total energy (eV) = -67568.94283

Geometry as XYZ:
```
79
Properties=species:S:1:pos:R:3:forces:R:3
W -0.164 0.482 0.433 0.41 -0.35 -0.07
C -3.885 -1.741 -3.004 0.03 -0.04 -0.07
C -3.277 -0.349 -2.778 0.07 -0.05 0.14
C -1.770 -0.375 -3.049 -0.03 0.01 0.08
C -3.768 0.296 -1.471 -0.01 0.03 -0.11
C -4.854 1.156 -1.622 0.01 -0.01 0.00
C -5.430 1.813 -0.549 0.07 -0.06 0.01
C -4.931 1.570 0.716 0.01 -0.04 -0.01
C -3.861 0.698 0.933 0.02 0.05 0.09
C -3.462 0.515 2.401 0.15 -0.03 -0.10
C -2.192 1.284 2.756 -0.26 0.14 -0.23
C -3.365 -0.930 2.890 -0.01 -0.06 -0.11
C -3.230 0.090 -0.177 -0.01 -0.03 -0.04
N -2.052 -0.699 -0.028 0.38 -0.23 -0.01
C -2.255 -2.050 -0.170 -0.19 0.14 0.05
C -3.518 -2.664 -0.006 0.04 -0.14 0.23
C -3.722 -4.032 -0.140 -0.01 0.08 0.09
C -2.677 -4.883 -0.462 0.05 0.04 -0.02
C -1.420 -4.314 -0.670 -0.10 -0.05 -0.03
C -1.240 -2.958 -0.544 0.01 0.08 0.21
F -0.012 -2.478 -0.809 0.20 0.09 -0.06
H -3.697 -2.064 -4.035 -0.02 0.05 0.03
H -4.966 -1.723 -2.839 0.02 -0.03 0.00
H -3.452 -2.483 -2.333 -0.07 0.08 -0.22
H -3.702 0.289 -3.556 -0.03 0.07 -0.05
H -1.223 -1.011 -2.355 -0.04 0.06 -0.08
H -1.344 0.627 -2.991 0.04 0.03 0.05
H -1.604 -0.755 -4.065 -0.02 0.03 0.04
H -5.238 1.336 -2.622 0.02 -0.01 0.02
H -6.252 2.506 -0.696 0.03 -0.02 0.00
H -5.376 2.069 1.572 0.02 -0.03 -0.02
H -4.275 0.978 2.965 -0.09 0.04 0.06
H -1.343 0.915 2.162 -0.07 0.07 0.47
H -1.906 1.127 3.800 0.00 -0.01 -0.03
H -2.312 2.354 2.580 0.06 -0.03 -0.04
H -2.534 -1.454 2.419 0.01 -0.01 -0.01
H -4.288 -1.480 2.689 0.04 0.00 -0.01
H -3.198 -0.933 3.974 -0.01 0.01 -0.06
H -4.359 -2.022 0.219 -0.03 -0.04 0.05
H -4.718 -4.435 0.012 -0.01 0.04 0.00
H -2.826 -5.952 -0.554 0.01 0.03 -0.02
H -0.563 -4.917 -0.952 0.00 0.04 0.02
S -1.092 2.499 -0.905 -0.32 0.11 0.12
C -1.079 3.713 0.341 -0.10 0.19 -0.09
C -2.024 4.748 0.325 0.03 -0.08 -0.07
C -2.033 5.768 1.270 -0.25 0.13 -0.12
C -3.046 6.790 1.212 0.35 -0.33 0.04
N -3.856 7.606 1.166 -0.17 0.16 -0.04
C -1.056 5.775 2.274 0.10 0.16 0.21
C -0.119 4.748 2.309 0.07 0.00 0.07
C -0.118 3.700 1.386 0.11 0.02 0.04
S 1.049 2.415 1.535 -0.06 -0.03 -0.01
C -1.013 6.815 3.268 -0.02 -0.34 -0.31
N -0.965 7.638 4.070 0.02 0.16 0.14
H -2.779 4.740 -0.451 0.00 -0.01 -0.01
H 0.630 4.752 3.092 -0.01 -0.04 0.00
C -0.017 -2.908 3.114 0.04 0.13 -0.15
O -0.243 -2.062 2.015 -0.03 0.02 0.01
C 0.415 -0.808 1.874 -0.07 0.03 -0.25
C 1.397 -0.549 2.998 -0.09 -0.08 -0.04
H 0.970 -3.388 3.071 -0.01 0.00 0.03
H -0.781 -3.685 3.061 -0.01 -0.03 0.00
H -0.109 -2.390 4.074 -0.01 0.00 0.04
H 2.065 -1.403 3.179 -0.01 0.06 -0.04
H 0.884 -0.326 3.946 0.07 -0.01 0.00
H 2.011 0.314 2.757 0.03 0.02 0.03
C 3.119 -1.459 -0.125 -0.11 0.04 -0.02
C 2.951 0.023 -0.460 -0.03 -0.02 -0.08
C 4.023 0.427 -1.479 0.05 0.04 0.02
C 1.541 0.355 -0.978 -0.12 -0.25 0.19
H 4.088 -1.661 0.351 -0.06 0.01 -0.04
H 3.058 -2.058 -1.044 0.00 0.04 0.08
H 2.314 -1.785 0.537 0.04 -0.02 -0.01
H 3.133 0.611 0.448 -0.03 -0.04 0.03
H 3.878 -0.130 -2.414 0.01 0.05 0.05
H 5.038 0.217 -1.112 -0.08 0.01 -0.04
H 3.955 1.495 -1.707 0.02 -0.05 -0.01
H 1.325 -0.337 -1.812 -0.07 0.01 0.06
H 1.572 1.360 -1.415 0.03 0.03 -0.06
```
Positions in Å, forces in eV/Å.

---

(3)
This record from the OMol25 dataset describes one molecule with the formula C7H16O6S2 at a distorted geometry. The level of theory is ωB97M-V/def2-TZVPD.

- HOMO-LUMO gap (Ha) = 0.3085
- HOMO level (eV) = -8.9793
- ΔE to the lowest compared entry with this formula, charge and spin (kJ/mol) = 625.2
- calculated total energy (eV) = -41463.69194

Geometry as XYZ:
```
31
Properties=species:S:1:pos:R:3:forces:R:3
C 0.706 -1.138 2.485 -0.33 -0.64 -3.85
C -2.244 1.878 -0.098 1.57 -0.76 0.89
C -4.144 0.120 0.449 1.01 -1.61 -1.73
C 3.674 -1.835 -0.455 0.57 2.90 -1.01
C 1.209 1.343 -0.454 -0.29 0.60 -1.42
C 2.202 0.405 -1.064 3.11 2.44 -0.17
C -2.607 0.302 0.103 -1.60 3.69 -1.71
O 4.726 0.574 -0.090 2.90 1.79 -0.44
O 0.221 -1.629 -0.092 0.29 -1.54 -0.83
O -1.281 -0.564 -1.762 0.46 3.46 0.48
O 0.688 0.731 0.725 -0.93 -0.70 1.24
O -2.539 -0.400 -1.124 -1.56 -0.72 -0.69
O -1.900 -0.173 1.095 3.90 -2.68 2.08
S 3.540 -0.144 0.264 -2.63 -0.57 -1.06
S 0.115 -0.729 0.975 -1.20 2.93 2.17
H 0.534 -0.335 3.072 -0.06 2.80 2.13
H 0.110 -1.942 2.780 -0.59 -1.84 0.59
H -1.491 2.053 0.745 -0.79 0.02 -1.35
H -2.999 2.661 0.060 -0.24 -0.75 -0.28
H -1.759 2.027 -1.083 -0.29 0.04 0.52
H -4.102 -0.579 1.319 -0.77 0.83 -0.57
H -4.628 1.086 0.543 -0.08 -0.19 0.55
H -4.578 -0.404 -0.487 0.41 0.72 1.74
H 3.366 -1.797 -1.496 0.03 -0.44 0.10
H 3.050 -2.269 0.224 -1.81 -2.30 1.25
H 4.695 -2.077 -0.318 0.93 -0.51 0.10
H 1.796 2.194 -0.107 -0.50 0.25 0.32
H 0.358 1.725 -1.133 1.35 -0.89 1.01
H 1.811 -0.530 -1.150 -1.40 -2.24 -1.65
H 2.828 0.905 -1.962 -1.52 -1.55 2.02
H -1.357 -1.459 -1.963 0.05 -2.56 -0.45
```
Positions in Å, forces in eV/Å.